Model a:
ORCA calculation (ωB97M-V with the def2-TZVPD basis set) on the molecule C4H5N3.

Summary:
Net charge ... 0
Lowest unoccupied orbital energy ... 0.020 Eh
HOMO ... -0.353 hartree
Molar mass ... 95.10 g/mol
HOMO-LUMO gap ... 10.15 eV
SMILES ... CNC1=N[C@H]1C#N

Geometry (Å):
C 1.630 0.181 0.880
N 1.081 0.029 -0.472
C -0.173 0.455 -0.715
N -0.964 1.000 -1.537
C -1.565 0.349 -0.293
C -2.191 -0.983 -0.434
N -2.671 -2.039 -0.425
H 1.014 0.854 1.498
H 2.607 0.654 0.761
H 1.717 -0.771 1.416
H 1.509 -0.579 -1.156
H -1.922 0.926 0.559



Model b:
ORCA calculation (ωB97M-V with the def2-TZVPD basis set) on a cluster of 2 separate species, C4H5N3 in total.

Summary:
Net charge ... 0
Lowest unoccupied orbital energy ... -0.002 Eh
HOMO ... -0.350 hartree
Molar mass ... 95.10 g/mol
HOMO-LUMO gap ... 9.46 eV
SMILES ... C1=C=NC=NC=1.N

Geometry (Å):
C 0.053 0.428 -0.022
C 1.142 1.058 0.125
N 2.404 1.009 0.208
C 2.666 -0.340 0.086
N 1.750 -1.278 -0.069
C 0.447 -0.926 -0.120
H 3.714 -0.618 0.124
H -0.272 -1.737 -0.241
N -2.805 0.351 0.005
H -2.830 0.651 -0.967
H -3.769 0.246 0.311
H -2.401 1.131 0.516



Top of the stability list: model a, leading by 27.7 kcal/mol.



Model a:
ORCA calculation (ωB97M-V with the def2-TZVPD basis set) on the molecule C4H5N3.

Summary:
Net charge ... 0
Lowest unoccupied orbital energy ... 0.017 Eh
HOMO ... -0.354 hartree
Molar mass ... 95.10 g/mol
HOMO-LUMO gap ... 10.10 eV
SMILES ... N#C[C@H]1CN=CN1

Geometry (Å):
N 2.545 -0.789 1.056
C 1.438 -0.685 0.749
C 0.598 -0.170 -0.358
C -0.704 -0.927 -0.535
N -1.653 -0.178 0.298
C -1.120 0.963 0.496
N 0.123 1.177 -0.086
H 1.261 -0.147 -1.243
H -1.040 -0.954 -1.576
H -0.572 -1.948 -0.177
H -1.603 1.764 1.044
H 0.771 1.856 0.294



Model b:
ORCA calculation (ωB97M-V with the def2-TZVPD basis set) on the molecule C4H5N3.

Summary:
Net charge ... 0
Lowest unoccupied orbital energy ... 0.015 Eh
HOMO ... -0.324 hartree
Molar mass ... 95.11 g/mol
HOMO-LUMO gap ... 9.23 eV
SMILES ... C=NN/C=C/C#N

Geometry (Å):
C 2.537 -0.540 -0.041
N 1.341 -0.448 -0.345
N 0.535 0.622 -0.009
C -0.839 0.714 -0.068
C -1.509 -0.421 0.125
C -2.967 -0.335 -0.077
N -4.146 -0.295 -0.130
H 3.210 0.335 0.364
H 3.110 -1.460 0.087
H 1.013 1.505 -0.036
H -1.254 1.687 -0.170
H -1.031 -1.364 0.300



Top of the stability list: model a, leading by 41.2 kcal/mol.



Model a:
ORCA calculation (ωB97M-V with the def2-TZVPD basis set) on a cluster of 3 separate species, C4H14N2O2 in total.

Summary:
Net charge ... 0
Lowest unoccupied orbital energy ... 0.024 Eh
HOMO ... -0.338 hartree
Molar mass ... 122.17 g/mol
HOMO-LUMO gap ... 9.84 eV
SMILES ... [H]/N=C/NCCC.O.O

Geometry (Å):
H -2.457 -2.911 0.889
N -2.161 -2.088 0.367
C -1.335 -2.366 -0.538
N -0.881 -1.438 -1.453
C 0.598 -1.499 -1.679
C 1.117 -0.118 -2.054
C 1.241 0.162 -3.560
H -1.075 -3.365 -0.890
H -1.188 -0.477 -1.342
H 0.761 -2.286 -2.411
H 1.070 -1.743 -0.726
H 0.505 0.661 -1.594
H 2.081 0.044 -1.564
H 2.285 0.027 -3.850
H 0.625 -0.556 -4.105
H 0.976 1.146 -3.945
O -3.106 3.822 1.998
H -3.215 2.911 2.233
H -2.531 4.090 2.728
O 4.029 1.924 5.335
H 3.132 2.221 5.110
H 4.275 1.343 4.632



Model b:
ORCA calculation (ωB97M-V with the def2-TZVPD basis set) on a cluster of 2 separate species, C4H14N2O2 in total.

Summary:
Net charge ... 0
Lowest unoccupied orbital energy ... 0.022 Eh
HOMO ... -0.340 hartree
Molar mass ... 122.17 g/mol
HOMO-LUMO gap ... 9.85 eV
SMILES ... NC[C@H](N)CCO.O

Geometry (Å):
N -0.790 1.906 -1.823
C 0.121 1.740 -0.700
C -0.647 0.785 0.253
N -1.728 1.542 0.891
C 0.193 0.008 1.255
C -0.670 -0.860 2.195
O -1.950 -1.306 1.742
H -0.351 2.221 -2.684
H -1.484 2.647 -1.772
H 1.023 1.348 -1.198
H 0.435 2.698 -0.263
H -1.035 0.067 -0.484
H -2.456 1.001 1.325
H -2.205 2.173 0.258
H 0.997 0.477 1.818
H 0.731 -0.735 0.675
H -0.762 -0.337 3.150
H -0.192 -1.755 2.606
H -2.065 -1.150 0.793
O 4.630 -3.333 -3.029
H 5.290 -3.726 -2.461
H 4.099 -2.740 -2.503



Top of the stability list: model a, leading by 6.7 kcal/mol.



Model a:
ORCA calculation (ωB97M-V with the def2-TZVPD basis set) on a cluster of 2 separate species, C5H16N2O in total.

Summary:
Net charge ... 0
Lowest unoccupied orbital energy ... 0.028 Eh
HOMO ... -0.295 hartree
Molar mass ... 120.20 g/mol
HOMO-LUMO gap ... 8.79 eV
SMILES ... CCN(C)CCN.O

Geometry (Å):
C -1.599 0.552 1.430
C -1.065 1.254 0.071
N 0.523 1.335 0.023
C 1.106 1.450 1.385
C 1.081 0.102 -0.688
C 0.745 -1.149 0.103
N 0.711 -2.237 -0.790
H -2.655 0.271 1.102
H -1.597 1.186 2.261
H -1.089 -0.463 1.622
H -1.442 0.696 -0.776
H -1.351 2.283 -0.178
H 0.408 1.955 2.214
H 1.500 0.519 1.784
H 1.913 2.204 1.396
H 2.205 0.230 -0.724
H 0.659 0.211 -1.741
H -0.154 -1.181 0.675
H 1.403 -1.433 1.002
H 1.543 -2.672 -0.972
H 0.091 -2.279 -1.637
O -0.883 -0.648 -2.858
H -0.899 -0.641 -1.851
H -1.156 -1.546 -2.851



Model b:
ORCA calculation (ωB97M-V with the def2-TZVPD basis set) on a cluster of 3 separate species, C5H16N2O in total.

Summary:
Net charge ... 0
Lowest unoccupied orbital energy ... -0.066 Eh
HOMO ... -0.299 hartree
Molar mass ... 120.20 g/mol
HOMO-LUMO gap ... 6.34 eV

Geometry (Å):
N 0.019 0.297 -2.482
C -0.978 1.136 -1.891
C -1.965 0.394 -1.035
N -1.349 -0.272 0.192
C -0.268 0.356 0.879
C 0.237 -0.572 2.033
C 1.739 -0.577 1.947
H 0.753 0.981 -2.684
H 0.353 -0.398 -1.810
H -0.566 1.960 -1.172
H -1.564 1.703 -2.641
H -2.807 0.973 -0.618
H -2.495 -0.392 -1.564
H -0.926 -1.177 -0.072
H -0.508 1.348 1.293
H 0.670 0.560 0.156
H -0.335 -1.483 1.849
H -0.185 -0.132 2.993
H 2.262 -1.240 2.720
H 2.252 0.397 2.200
H 1.957 -0.889 0.925
H 1.453 0.829 -0.196
H 1.452 -2.231 -0.634
O 0.799 -1.570 -0.389



Top of the stability list: model a, leading by 65.2 kcal/mol.



Model a:
ORCA calculation (ωB97M-V with the def2-TZVPD basis set) on a cluster of 2 separate species, C5H16N2O in total.

Summary:
Net charge ... 0
Lowest unoccupied orbital energy ... 0.023 Eh
HOMO ... -0.298 hartree
Molar mass ... 120.20 g/mol
HOMO-LUMO gap ... 8.75 eV
SMILES ... CNCCCCN.O

Geometry (Å):
C 2.620 2.033 0.283
N 2.199 0.707 0.711
C 0.958 0.142 0.198
C -0.029 -0.228 1.296
C -1.316 -0.831 0.739
C -1.068 -2.061 -0.138
N -2.160 -3.022 -0.155
H 2.714 2.712 1.137
H 3.611 1.993 -0.173
H 1.922 2.445 -0.444
H 2.267 0.586 1.709
H 1.206 -0.675 -0.478
H 0.442 0.859 -0.427
H -0.231 0.715 1.822
H 0.381 -0.924 2.031
H -1.829 -0.074 0.149
H -1.987 -1.139 1.550
H -0.913 -1.727 -1.174
H -0.150 -2.580 0.136
H -2.706 -3.014 0.699
H -2.721 -2.932 -0.985
O -0.720 2.496 -2.391
H -0.989 3.402 -2.231
H -1.441 2.044 -2.832



Model b:
ORCA calculation (ωB97M-V with the def2-TZVPD basis set) on a cluster of 2 separate species, C5H16N2O in total.

Summary:
Net charge ... 0
Lowest unoccupied orbital energy ... 0.029 Eh
HOMO ... -0.304 hartree
Molar mass ... 120.20 g/mol
HOMO-LUMO gap ... 9.05 eV
SMILES ... CCN(C)CCN.O

Geometry (Å):
C -1.838 -0.877 -0.066
C -2.046 0.629 -0.008
N -0.753 1.399 0.222
C -0.593 1.632 1.634
C 0.463 0.916 -0.458
C 1.419 -0.140 0.292
N 2.874 -0.163 -0.008
H -1.447 -1.100 -1.086
H -2.815 -1.473 -0.172
H -1.175 -1.292 0.763
H -2.419 1.131 -0.849
H -2.757 0.725 0.818
H -1.165 2.571 1.891
H -1.013 0.732 2.204
H 0.362 1.830 1.905
H 1.011 1.792 -0.769
H 0.191 0.491 -1.493
H 1.174 -1.110 0.471
H 1.412 0.140 1.414
H 3.296 0.651 0.066
H 3.060 -0.530 -0.850
O 1.053 -2.784 -2.333
H 0.217 -2.916 -2.046
H 1.489 -2.254 -1.540



Model c:
ORCA calculation (ωB97M-V with the def2-TZVPD basis set) on a cluster of 2 separate species, C5H16N2O in total.

Summary:
Net charge ... 0
Lowest unoccupied orbital energy ... 0.031 Eh
HOMO ... -0.322 hartree
Molar mass ... 120.20 g/mol
HOMO-LUMO gap ... 9.59 eV
SMILES ... CC(C)N.CNCO

Geometry (Å):
C 1.863 0.935 2.569
C 0.774 0.484 1.587
C -0.601 0.703 2.198
N 0.889 1.130 0.261
H 2.834 1.054 2.084
H 1.645 1.908 3.020
H 1.915 0.222 3.391
H 0.977 -0.578 1.424
H -0.708 1.761 2.450
H -0.670 0.144 3.133
H -1.361 0.303 1.529
H 1.845 1.351 0.006
H 0.377 2.004 0.291
C -2.175 -1.401 -2.156
N -1.300 -1.173 -0.984
C 0.108 -1.077 -1.475
O 0.470 0.144 -2.057
H -1.833 -0.808 -3.009
H -3.219 -1.167 -1.943
H -2.141 -2.466 -2.390
H -1.594 -0.276 -0.606
H 0.072 -1.842 -2.264
H 0.679 -1.593 -0.692
H 0.384 0.317 -0.965



Top of the stability list: model a, leading by 28.5 kcal/mol.



Model a:
ORCA calculation (ωB97M-V with the def2-TZVPD basis set) on a cluster of 2 separate species, C5H16N2O in total.

Summary:
Net charge ... 0
Lowest unoccupied orbital energy ... 0.027 Eh
HOMO ... -0.307 hartree
Molar mass ... 120.20 g/mol
HOMO-LUMO gap ... 9.09 eV
SMILES ... C[C@@H](N)CN(C)C.O

Geometry (Å):
C 0.735 0.603 -2.443
C -0.446 0.416 -1.415
N -1.443 -0.506 -1.934
C 0.038 -0.190 -0.045
N 0.394 0.980 0.765
C -0.832 1.577 1.413
C 1.282 0.666 1.882
H 1.644 1.033 -2.034
H 1.119 -0.341 -2.792
H 0.247 1.146 -3.251
H -0.861 1.385 -1.152
H -1.435 -0.974 -2.822
H -2.381 -0.185 -1.728
H -0.663 -0.932 0.349
H 0.933 -0.810 -0.135
H -1.578 0.875 1.809
H -0.617 2.346 2.169
H -1.287 2.192 0.627
H 0.822 0.370 2.834
H 1.802 1.544 2.281
H 2.035 -0.094 1.635
O 0.315 -2.778 1.384
H 0.824 -3.471 1.807
H -0.587 -3.122 1.396



Model b:
ORCA calculation (ωB97M-V with the def2-TZVPD basis set) on a structure of composition C5H16N2O.

Summary:
Net charge ... 0
Lowest unoccupied orbital energy ... -0.119 Eh
HOMO ... -0.265 hartree
Molar mass ... 120.20 g/mol
HOMO-LUMO gap ... 3.95 eV

Geometry (Å):
C -3.637 -0.826 -0.133
C -3.107 0.099 0.928
N -0.670 -0.548 0.369
C 0.271 0.337 0.950
C 1.346 0.884 0.078
N 2.456 0.025 0.143
C 3.676 0.677 -0.281
H -3.271 -0.606 -1.141
H -3.298 -1.842 0.065
H -4.731 -0.890 -0.153
H -2.957 1.109 0.502
H -3.762 0.222 1.788
H -1.766 -0.176 0.797
H -0.245 1.178 1.437
H 0.621 -0.211 1.854
H 1.638 1.874 0.447
H 1.014 1.111 -0.960
H 2.110 -1.083 -1.064
H 4.438 -0.091 -0.412
H 3.986 1.370 0.520
H 3.526 1.135 -1.267
H -0.429 -0.832 -0.574
H 0.937 -1.325 -2.001
O 1.855 -1.591 -1.893



Top of the stability list: model a, leading by 146.5 kcal/mol.



Model a:
ORCA calculation (ωB97M-V with the def2-TZVPD basis set) on a structure of composition C5H16N2O.

Summary:
Net charge ... 0
Lowest unoccupied orbital energy ... 0.024 Eh
HOMO ... -0.253 hartree
Molar mass ... 120.20 g/mol
HOMO-LUMO gap ... 7.56 eV

Geometry (Å):
C -1.692 -0.702 -0.964
C -0.914 0.358 1.273
N -2.715 -1.355 -0.352
N -1.975 0.456 -1.637
O -0.614 -1.350 -1.237
H 0.291 -0.847 -0.774
H -3.457 -0.799 0.048
H -2.662 1.070 -1.227
H -2.423 -2.149 0.195
H -1.157 0.938 -1.976
H -1.170 -0.544 1.838
H -0.311 0.991 1.932
H -1.835 0.915 1.075
C 1.521 -0.147 -0.172
C 2.269 -0.507 1.111
C 1.784 1.286 -0.632
H 1.911 -0.814 -0.956
H 0.228 0.018 0.374
H 1.950 0.136 1.934
H 1.373 2.000 0.087
H 2.070 -1.540 1.405
H 3.352 -0.392 0.997
H 1.321 1.485 -1.604
H 2.853 1.495 -0.739



Model b:
ORCA calculation (ωB97M-V with the def2-TZVPD basis set) on a cluster of 4 separate species, C5H16N2O in total.

Summary:
Net charge ... 0
Lowest unoccupied orbital energy ... -0.159 Eh
HOMO ... -0.263 hartree
Molar mass ... 120.20 g/mol
HOMO-LUMO gap ... 2.84 eV

Geometry (Å):
N 5.443 -0.807 -0.914
C 0.043 0.322 1.151
C 0.113 0.358 -0.422
C 1.115 0.650 1.824
N -3.066 -0.295 0.190
C -3.741 -1.521 -0.195
C -3.860 0.559 -0.701
H 5.248 -1.757 -1.028
H 6.077 -0.591 -0.145
H -0.911 -0.097 1.553
H 1.198 0.545 -0.611
H -0.386 1.322 -0.549
H -0.503 -0.397 -0.992
H 2.050 0.932 1.133
H 1.067 1.119 2.819
H -3.744 -1.712 -1.231
H -3.238 -2.393 0.205
H -4.764 -1.604 0.113
H -2.870 0.407 -1.124
H -4.014 1.592 -0.441
H -4.764 0.269 -1.176
H 4.550 -0.225 -0.808
H 3.072 1.651 -0.675
O 2.910 0.806 -0.238



Top of the stability list: model a, leading by 175.5 kcal/mol.



Model a:
ORCA calculation (ωB97M-V with the def2-TZVPD basis set) on a cluster of 2 separate species, C4H12NO in total.

Summary:
Net charge ... +2
Multiplicity ... 2
Lowest unoccupied orbital energy (alpha / beta) ... -0.351 / -0.492 Eh
HOMO (alpha / beta) ... -0.757 / -0.763 hartree
Molar mass ... 90.15 g/mol
<S²> ... 0.757
HOMO-LUMO gap (alpha / beta) ... 11.05 / 7.38 eV

Geometry (Å):
C -0.523 1.592 2.463
C -0.536 0.158 1.783
C 0.036 0.154 0.481
C -0.740 0.092 -0.679
N -0.084 -0.036 -1.953
H -0.998 2.359 1.859
H 0.489 1.919 2.642
H -1.031 1.479 3.421
H -1.572 -0.203 1.757
H 0.082 -0.494 2.427
H 1.115 0.169 0.411
H -1.812 0.203 -0.818
H 0.386 -0.978 -2.243
H -0.739 0.141 -2.722
H 0.677 0.648 -2.039
H 1.456 -3.074 -1.968
H 2.330 -1.995 -2.617
O 1.464 -2.132 -2.204



Model b:
ORCA calculation (ωB97M-V with the def2-TZVPD basis set) on a cluster of 2 separate species, C4H12NO in total.

Summary:
Net charge ... +2
Multiplicity ... 2
Lowest unoccupied orbital energy (alpha / beta) ... -0.415 / -0.461 Eh
HOMO (alpha / beta) ... -0.728 / -0.728 hartree
Molar mass ... 90.15 g/mol
<S²> ... 0.754
HOMO-LUMO gap (alpha / beta) ... 8.51 / 7.26 eV

Geometry (Å):
O -3.071 -0.227 1.008
C -1.801 -0.801 1.018
C -1.320 -0.486 -0.369
N 2.313 -0.162 -0.635
C 3.185 0.430 0.307
C -1.334 0.848 -0.867
H -3.730 -0.777 0.552
H -1.338 -0.157 1.765
H -1.802 -1.862 1.233
H -1.650 -1.255 -1.081
H 2.811 -0.845 -1.218
H 1.369 -0.428 -0.367
H 3.851 -0.274 0.813
H 3.805 1.184 -0.207
H 2.616 0.934 1.081
H -1.752 0.981 -1.865
H -0.364 1.365 -1.029
H -1.786 1.532 -0.138



Top of the stability list: model a, leading by 56.8 kcal/mol.



Model a:
ORCA calculation (ωB97M-V with the def2-TZVPD basis set) on the molecule C8H14.

Summary:
Net charge ... 0
Lowest unoccupied orbital energy ... -0.064 Eh
HOMO ... -0.215 hartree
Molar mass ... 110.20 g/mol
HOMO-LUMO gap ... 4.12 eV

Geometry (Å):
C 3.072 -0.675 1.450
C 2.959 -0.479 -0.008
C 1.496 -0.541 -0.593
C 0.797 0.938 -0.973
C -0.616 0.880 -1.317
C -1.563 0.659 -0.349
C -2.857 0.242 -0.423
C -3.680 -0.189 0.757
H 4.190 -0.453 2.116
H -0.987 1.019 -2.303
H 2.679 -1.435 2.165
H 2.479 0.196 1.492
H 3.512 -0.991 -0.822
H 1.497 -0.914 -1.614
H 0.700 -1.062 -0.147
H 1.096 1.660 -0.163
H 1.416 1.189 -1.857
H -1.152 0.703 0.721
H -3.297 0.172 -1.416
H -3.020 -0.525 1.608
H -4.343 0.614 1.195
H -4.377 -1.009 0.482



Model b:
ORCA calculation (ωB97M-V with the def2-TZVPD basis set) on the molecule C8H14.

Summary:
Net charge ... 0
Lowest unoccupied orbital energy ... 0.038 Eh
HOMO ... -0.312 hartree
Molar mass ... 110.20 g/mol
HOMO-LUMO gap ... 9.50 eV
SMILES ... C=C(CC)/C(C)=C\C

Geometry (Å):
C -1.818 -0.483 -1.321
C -0.848 -0.073 -0.463
C -1.190 -0.198 1.023
C -0.226 -1.199 1.707
C 0.561 0.154 -0.767
C 1.054 -0.920 -1.755
C 1.343 1.117 -0.201
C 0.869 2.167 0.808
H -2.821 -0.680 -1.041
H -1.564 -0.771 -2.353
H -2.298 -0.518 1.092
H -1.188 0.726 1.590
H 0.069 -0.839 2.716
H -0.551 -2.230 1.681
H 0.696 -1.307 1.118
H 2.090 -0.745 -2.120
H 0.384 -0.947 -2.615
H 1.129 -1.850 -1.214
H 2.039 1.369 -0.982
H -0.049 2.715 0.585
H 0.677 1.607 1.736
H 1.643 2.903 0.773



Top of the stability list: model b, leading by 122.0 kcal/mol.